{"formula": "C20H22N2O4", "method": "ωB97M-V with the def2-TZVPD basis set", "molar_mass_g_mol": 354.406, "e_above_lowest_kcal_mol": 92.8, "charge": 0, "smiles": "CCOC(=O)N/N=C\\c1cccc(OC)c1OC/C=C/c1ccccc1", "e_tot_ha": -1185.7449, "orbital_gap_ev": 9.00, "species": ["C", "C", "O", "C", "O", "N", "N", "C", "C", "C", "C", "C", "C", "O", "C", "C", "O", "C", "C", "C", "C", "C", "C", "C", "C", "C", "H", "H", "H", "H", "H", "H", "H", "H", "H", "H", "H", "H", "H", "H", "H", "H", "H", "H", "H", "H", "H", "H"], "coordinates": [[2.817, 1.573, 4.002], [2.773, 2.372, 2.714], [1.635, 1.948, 1.961], [1.585, 2.393, 0.686], [2.407, 3.094, 0.169], [0.428, 1.931, 0.118], [0.147, 2.157, -1.177], [-0.916, 1.712, -1.709], [-2.000, 0.940, -1.086], [-2.547, 1.292, 0.150], [-3.559, 0.535, 0.701], [-4.041, -0.587, 0.046], [-3.524, -0.950, -1.192], [-3.925, -2.031, -1.915], [-5.007, -2.795, -1.442], [-2.508, -0.167, -1.770], [-2.020, -0.482, -3.014], [-1.093, -1.570, -3.026], [0.199, -1.166, -2.384], [0.512, -1.472, -1.127], [1.717, -1.082, -0.408], [2.643, -0.169, -0.918], [3.782, 0.151, -0.205], [4.024, -0.432, 1.029], [3.108, -1.330, 1.553], [1.966, -1.646, 0.844], [1.911, 1.742, 4.579], [3.676, 1.878, 4.592], [2.893, 0.513, 3.777], [3.672, 2.210, 2.111], [2.683, 3.446, 2.914], [-0.151, 1.309, 0.681], [-1.004, 1.902, -2.770], [-2.206, 2.185, 0.653], [-3.983, 0.813, 1.654], [-4.826, -1.167, 0.504], [-5.910, -2.187, -1.331], [-4.773, -3.279, -0.488], [-5.178, -3.559, -2.199], [-1.531, -2.438, -2.520], [-0.953, -1.799, -4.085], [0.837, -0.534, -2.983], [-0.169, -2.103, -0.563], [2.465, 0.309, -1.867], [4.479, 0.867, -0.611], [4.920, -0.187, 1.580], [3.288, -1.789, 2.515], [1.255, -2.348, 1.259]]}